Computed, not measured: C32H40IN8O2PS as an isolated structure at a distorted geometry, with the ωB97M-V functional and the def2-TZVPD basis.

Geometry as XYZ:
```
85
Properties=species:S:1:pos:R:3:forces:R:3
C 2.561682 -2.314562 2.715505 -0.3 0.6 -0.3
C 1.826862 -2.686956 1.415297 -0.3 -0.4 -0.4
O 2.209782 -3.567325 0.672598 -0.1 0.3 0.7
N 0.621259 -1.985490 1.118076 0.0 0.0 0.0
C 0.834112 -0.653570 0.497707 0.0 0.5 0.9
C 0.582736 0.447840 1.576163 0.4 -0.6 0.1
C -0.705227 0.202052 2.436575 0.0 1.7 -0.3
C -1.977432 0.708743 1.667412 -0.1 -1.3 -0.5
C -2.987486 -0.387770 1.209287 -0.1 0.0 0.0
C -3.097806 -1.680661 1.689681 -0.8 0.0 -0.5
C -4.157415 -2.620179 1.216067 1.6 0.2 -0.1
P -4.425107 -4.352733 1.868885 -1.0 0.2 0.8
O -3.301553 -4.596798 3.075155 -0.3 0.5 -0.8
I -3.904786 -6.097915 0.178789 0.4 0.6 0.0
C -5.059868 -2.250590 0.253226 0.3 0.1 0.2
C -4.967795 -0.921750 -0.276662 0.1 0.1 -0.1
N -5.789521 -0.408298 -1.225691 1.2 0.6 1.0
S -5.288460 1.113301 -1.393336 -0.3 0.4 -0.4
N -4.030075 1.248456 -0.366415 -1.1 -1.9 -0.3
C -3.957593 0.010274 0.190332 0.3 -0.4 0.6
H 3.628254 -2.123902 2.504829 -0.4 -0.4 0.2
H 2.123975 -1.406358 3.160452 0.2 -0.4 -0.2
H 2.438101 -3.122958 3.458450 0.2 0.2 -0.5
H -0.030149 -2.555783 0.591461 0.5 -0.1 -0.2
H 1.878786 -0.626961 0.128370 -0.5 0.4 0.1
H 0.188981 -0.477833 -0.384176 0.1 -0.5 0.5
H 1.458670 0.447192 2.255122 -0.4 0.0 -0.2
H 0.592616 1.451069 1.104740 -0.2 -0.5 0.2
H -0.580275 0.871182 3.311803 -0.2 -0.5 -0.3
H -0.796296 -0.824257 2.812461 0.2 0.3 -0.3
H -2.564289 1.459392 2.226586 0.4 -0.3 -0.2
H -1.605616 1.197053 0.744740 -0.4 0.0 0.4
H -2.417171 -2.036532 2.468141 -0.2 0.1 -0.3
H -3.794309 -5.061907 3.767927 0.3 0.1 -0.1
H -5.830715 -2.941081 -0.108868 0.3 0.4 0.1
N 3.403735 1.343281 -1.641271 0.0 0.0 0.0
C 2.838881 2.151523 -2.590462 0.0 -0.1 -0.1
C 2.651268 3.387482 -2.033799 0.0 0.0 -0.1
C 3.128318 3.325143 -0.697723 0.0 0.1 0.0
C 3.586872 2.054262 -0.487560 0.1 -0.2 0.1
H 3.644450 0.377325 -1.772866 0.0 0.0 0.0
H 2.617413 1.775836 -3.575555 0.0 0.0 0.0
H 2.220681 4.242610 -2.528844 0.0 0.0 0.0
H 3.131754 4.125693 0.024309 0.0 0.0 0.0
H 4.024116 1.592824 0.382692 0.0 0.0 0.0
N 1.775529 6.836544 1.060584 0.1 0.0 0.2
C 1.389575 6.951937 2.370496 0.0 0.0 0.0
C 0.022418 7.051493 2.396985 0.1 -0.1 0.0
C -0.428147 6.980770 1.051624 -0.2 0.0 0.0
C 0.673993 6.848711 0.256389 0.1 0.0 -0.3
H 2.723799 6.750193 0.743296 0.0 0.0 0.0
H 2.117471 6.951482 3.164588 0.0 0.0 0.0
H -0.585799 7.155206 3.280740 0.0 0.0 0.0
H -1.449730 7.019490 0.710147 0.0 0.0 0.0
H 0.772245 6.758922 -0.812802 -0.1 0.0 0.0
N -2.840544 3.540126 -2.071236 -0.1 0.2 -0.1
C -1.751733 3.283852 -2.858242 0.0 0.0 0.0
C -1.221793 4.487088 -3.248997 0.0 -0.1 0.0
C -2.026118 5.507618 -2.675090 0.1 0.1 0.0
C -3.013525 4.892585 -1.954577 -0.1 -0.1 0.0
H -3.426267 2.846396 -1.636350 0.4 0.1 0.1
H -1.444571 2.271645 -3.066969 0.0 0.0 0.0
H -0.352597 4.620147 -3.872660 0.0 0.0 0.0
H -1.890839 6.572513 -2.776449 0.0 0.0 0.0
H -3.821143 5.298070 -1.367893 0.0 0.0 0.0
N 3.860649 -8.411874 2.012184 0.0 0.1 0.0
C 5.150901 -7.967730 1.913940 0.1 -0.1 0.0
C 5.115153 -6.651058 1.535690 0.0 -0.1 0.1
C 3.748459 -6.282469 1.404906 -0.1 0.1 0.0
C 3.000346 -7.389199 1.707985 0.0 -0.1 0.0
H 3.586716 -9.342558 2.267870 0.0 0.0 0.0
H 5.979314 -8.625156 2.119643 0.0 0.0 0.0
H 5.973852 -6.020321 1.371516 0.0 0.0 0.0
H 3.359180 -5.315277 1.121411 0.1 -0.2 0.0
H 1.933642 -7.538712 1.732598 0.0 0.0 0.0
N -1.585629 -1.256920 -3.104792 0.0 0.0 0.1
C -1.217429 -0.790614 -4.336776 -0.1 0.1 0.0
C -0.202135 -1.583388 -4.799747 0.0 0.0 0.0
C 0.048820 -2.570542 -3.810190 0.0 -0.1 0.1
C -0.820890 -2.346658 -2.774822 0.0 0.2 0.0
H -2.307595 -0.861911 -2.528581 0.0 0.0 0.0
H -1.708292 0.062765 -4.775134 0.0 0.0 0.0
H 0.304335 -1.470167 -5.744359 0.0 0.0 0.0
H 0.784601 -3.357007 -3.853340 0.0 0.0 0.0
H -0.967934 -2.858744 -1.837936 0.0 -0.1 -0.1
```
Forces are in eV/Å.

HOMO = -7.994 eV
LUMO level = -0.0504 Eh
charge = 0

=====

Computed, not measured: C32H40N3NdO4S3Si as an isolated structure at a distorted geometry, with the ωB97M-V functional and the def2-TZVPD basis.

Geometry as XYZ:
```
84
Properties=species:S:1:pos:R:3:forces:R:3
Nd 0.397292 -1.577785 -1.240613 2.5 -3.2 0.7
C 0.360260 -1.890040 1.436264 0.2 0.9 0.5
Si 1.159292 -0.667992 2.571653 0.0 -0.3 -0.4
C 2.755913 0.055212 1.761057 -0.4 -0.2 0.3
N 2.488791 0.464904 0.387095 0.2 0.0 0.0
C 1.740353 1.734642 0.331228 -0.4 0.3 -0.3
C 2.523276 2.893740 -0.292546 0.1 0.0 0.2
C 3.913458 2.955773 0.329645 0.0 0.1 -0.1
C 4.679262 1.659870 0.028840 -0.1 -0.2 0.1
C 3.709908 0.542728 -0.402281 0.4 0.1 -0.2
C 1.741591 -1.334328 4.275084 -0.1 -0.1 -0.3
C 0.906398 -1.341565 5.391822 -0.1 0.2 -0.2
C 1.286140 -1.925576 6.585058 0.0 -0.1 0.2
C 2.520805 -2.549219 6.691043 0.0 0.0 0.1
C 3.363043 -2.570426 5.590969 0.2 -0.2 0.2
C 2.970739 -1.978047 4.406636 0.0 0.2 -0.2
C 0.053884 0.820373 3.046424 0.2 -0.4 -0.2
C 0.332794 1.662453 4.119752 0.2 -0.1 0.0
C -0.461207 2.759938 4.404700 0.0 0.2 0.1
C -1.559034 3.041231 3.607666 -0.1 0.1 0.0
C -1.852606 2.214756 2.534621 -0.2 0.2 0.0
C -1.053796 1.120360 2.260803 -0.1 -0.1 -0.1
H -0.704595 -1.997058 1.682916 -0.1 0.0 0.0
H 0.801264 -2.881080 1.605915 0.1 0.1 -0.2
H 3.495032 -0.746221 1.711484 0.1 -0.2 0.1
H 3.210122 0.870871 2.349468 0.0 0.0 0.1
H 1.454035 2.022570 1.349312 0.1 0.0 -0.1
H 0.822012 1.592244 -0.240619 0.1 0.1 0.2
H 1.978942 3.823142 -0.100160 0.0 0.0 -0.1
H 2.592476 2.767784 -1.373462 0.0 0.0 -0.1
H 3.799925 3.073312 1.412714 0.0 0.1 0.0
H 4.468108 3.826126 -0.037023 0.0 0.0 0.1
H 5.255291 1.350839 0.905940 0.0 0.0 0.0
H 5.392126 1.819705 -0.781710 0.1 0.0 -0.1
H 4.212025 -0.427448 -0.341222 0.0 0.0 -0.1
H 3.414729 0.692601 -1.440902 0.1 -0.1 0.1
H -0.066350 -0.876081 5.310145 -0.1 0.1 0.1
H 0.612670 -1.907624 7.435254 0.0 0.0 0.0
H 2.816436 -3.021576 7.620312 0.0 0.0 0.0
H 4.324738 -3.064488 5.660045 0.0 0.0 0.0
H 3.630829 -2.019768 3.554229 0.2 0.0 -0.1
H 1.194765 1.453437 4.741237 0.1 0.0 0.1
H -0.223524 3.402319 5.246349 0.0 0.0 0.0
H -2.177567 3.905063 3.819160 0.0 0.0 0.0
H -2.704154 2.434375 1.904491 -0.1 0.0 -0.1
H -1.273647 0.492533 1.408895 -0.1 -0.1 -0.1
C -6.158405 2.993100 -4.829631 0.1 0.0 0.0
C -5.041436 2.272790 -4.128778 0.2 -0.3 0.0
C -4.587964 2.680257 -2.876414 -0.2 0.0 -0.3
C -3.553118 2.015086 -2.247571 0.3 -0.4 0.1
C -2.961006 0.914722 -2.853576 0.2 0.3 -0.1
C -3.398579 0.499877 -4.105418 0.2 -0.2 0.2
C -4.424298 1.173929 -4.737653 -0.3 0.4 0.2
S -1.497182 0.143895 -2.126501 -2.3 1.1 -0.6
O -1.962136 -0.865332 -1.161937 -0.2 0.2 -0.2
O -0.784379 1.218378 -1.449540 -0.2 0.0 -0.4
N -0.739297 -0.583716 -3.269949 -0.8 0.3 0.7
C 0.027673 0.363580 -4.054316 0.5 0.4 -0.1
C 1.357691 0.724950 -3.336935 -0.1 0.9 -1.1
O 1.925968 1.776795 -3.643561 -0.1 -0.1 -0.1
O 1.768082 -0.128664 -2.507465 -0.1 -0.7 0.7
H -6.642410 3.708100 -4.166785 0.0 0.0 0.0
H -6.907016 2.283156 -5.181718 -0.1 0.0 0.0
H -5.775856 3.534167 -5.696745 -0.1 0.0 0.0
H -5.038866 3.544565 -2.404545 0.0 0.0 0.1
H -3.167251 2.336050 -1.292533 0.0 0.1 0.1
H -2.901185 -0.339617 -4.572012 0.0 0.0 0.0
H -4.753145 0.871337 -5.724685 0.0 -0.1 0.0
H -0.531956 1.294556 -4.241129 0.3 -0.1 -0.1
H 0.269184 -0.095415 -5.019927 0.0 0.1 0.1
S 1.049479 -5.095514 -2.661765 -0.8 0.3 0.2
C -0.650361 -4.954526 -2.122787 0.6 -0.8 -0.3
N -1.185419 -3.624051 -2.486656 0.2 0.5 0.0
C -2.555671 -3.656964 -2.006582 -0.5 0.1 -0.2
C -2.461868 -4.005406 -0.515247 0.3 -0.1 0.4
S -0.823971 -4.799831 -0.261543 0.0 0.4 -0.6
H -1.133577 -3.501406 -3.503123 -0.1 -0.1 0.4
H -3.154603 -4.437699 -2.513421 0.3 0.2 0.0
H -3.033558 -2.683475 -2.152270 0.0 -0.1 0.0
H -3.251680 -4.691958 -0.198021 -0.1 0.2 -0.1
H -2.482051 -3.104719 0.100585 -0.2 0.0 0.0
C 1.861387 -3.489854 -2.303125 0.1 -0.1 0.2
H 2.264655 -3.179788 -3.283805 0.0 0.2 0.3
H 2.731877 -3.787934 -1.690602 0.0 0.4 0.0
```
Forces are in eV/Å.

HOMO (spin up / spin down) = 0.283 / 0.284 eV
LUMO level (spin up / spin down) = 0.1365 / 0.1365 Eh
energy relative to the best compared isomer or geometry (same formula, charge and spin) = 2.9247 eV
charge = -2
multiplicity = 4

=====

Computed, not measured: C32H40N5OP2Ti as an isolated structure at a distorted geometry, with the ωB97M-V functional and the def2-TZVPD basis.

Geometry as XYZ:
```
81
Properties=species:S:1:pos:R:3:forces:R:3
Ti 0.169607 -2.131502 2.140502 -0.7 -0.4 1.2
C -1.591950 2.030827 3.235119 -0.4 -1.1 -0.2
C -1.339926 1.066791 2.353100 0.8 -0.8 0.2
C -0.347963 1.192989 1.247931 0.1 -0.5 -0.8
C 1.059189 0.590400 1.341977 0.2 0.0 -0.7
C 1.996860 1.413102 2.219085 -0.2 -2.8 0.0
C 1.765805 2.558101 2.825280 -0.1 0.7 0.7
C 0.597930 3.501388 2.815374 -0.3 1.3 0.3
C -0.775236 3.224641 3.518623 0.7 1.0 -0.3
C -0.253555 -4.210375 1.867841 -0.1 1.9 0.3
H -2.492899 1.948839 3.840450 0.2 -0.2 0.3
H -1.778805 0.051512 2.390023 -0.8 0.7 0.1
H -0.206288 2.258680 1.073314 0.2 -0.3 -0.4
H -0.826328 0.788027 0.336859 0.2 0.3 0.4
H 1.121794 -0.648277 1.550485 0.5 2.6 -0.3
H 1.452908 0.532371 0.297523 0.0 0.2 0.8
H 2.920180 0.879371 2.441870 0.2 0.4 -0.3
H 2.600233 2.965985 3.401340 0.0 -0.3 -0.2
H 0.446262 3.872580 1.791630 -0.1 -0.1 0.2
H 0.964041 4.399191 3.361843 -0.3 -0.5 -0.4
H -0.590865 3.231963 4.615261 -0.3 0.1 -0.5
H -1.388360 4.110889 3.271424 0.2 -0.2 0.5
H -0.695120 -4.527290 2.846321 0.4 -0.1 -0.9
H 0.668262 -4.733045 1.561209 -0.6 -0.1 0.1
H -1.027394 -4.108248 1.051450 0.6 -0.4 0.6
P 1.677323 -1.186090 -1.619716 2.6 0.8 -5.2
P -2.143005 -0.555031 -1.580001 -2.6 0.2 -3.1
N 3.055278 -0.084231 -2.160432 -0.7 0.1 1.5
N 2.172916 -2.337412 -2.874214 -0.7 -1.1 1.0
N -1.983320 1.113373 -1.927217 -0.2 0.9 0.5
N -3.716792 -1.057390 -2.760726 1.0 -0.7 1.6
C 0.450400 -0.339439 -2.730397 -0.6 0.3 0.9
C -0.919307 -1.058334 -2.826845 0.6 -0.6 -0.3
C 4.186387 0.174207 -1.387894 0.1 0.7 -0.6
C 5.032364 1.008140 -2.125482 -0.6 -0.9 1.0
C 4.429247 1.238220 -3.377101 -1.2 -0.5 -0.1
C 3.213220 0.573049 -3.375294 0.3 0.4 0.1
C 2.449848 -3.654890 -2.517526 0.0 -0.1 -1.4
C 2.772496 -4.366564 -3.668318 -0.2 0.9 1.0
C 2.722817 -3.461072 -4.767839 -0.7 1.3 1.5
C 2.321887 -2.220693 -4.259026 0.2 -1.3 0.0
C -2.441966 2.171231 -1.121680 -0.8 1.2 -2.0
C -2.638333 3.301337 -1.932358 0.8 -2.0 1.3
C -2.137869 2.972100 -3.222533 0.2 -0.9 -0.1
C -1.769479 1.646612 -3.193284 -0.3 1.0 -0.3
C -4.390320 -0.518649 -3.854957 -0.6 -0.2 -0.3
C -5.397451 -1.406301 -4.282732 1.4 0.6 0.8
C -5.336118 -2.541630 -3.430502 1.1 0.4 0.7
C -4.295232 -2.312214 -2.521473 -0.7 0.2 -0.5
H 0.804400 -0.170865 -3.757003 0.2 -0.4 0.7
H 0.387862 0.669231 -2.294024 -0.3 -0.2 -0.2
H -1.320130 -0.925709 -3.848224 0.0 -0.1 0.6
H -0.823162 -2.146301 -2.697962 0.2 0.1 -0.2
H 4.260278 -0.250615 -0.384929 0.1 0.2 -0.4
H 5.962160 1.416387 -1.782136 0.2 -0.1 0.1
H 4.791434 1.816735 -4.218331 0.0 -0.1 0.3
H 2.452123 0.570390 -4.147704 0.4 0.0 0.3
H 2.349980 -3.927198 -1.480802 0.2 -0.3 0.0
H 2.994459 -5.408996 -3.697813 0.2 -0.4 -0.1
H 2.927528 -3.663368 -5.798496 0.0 -0.1 -0.2
H 2.096560 -1.315975 -4.794396 0.2 -0.1 0.1
H -2.558500 2.052228 -0.074885 -0.5 -0.2 0.6
H -3.082179 4.217153 -1.614478 0.1 0.5 0.2
H -2.007088 3.641948 -4.067719 -0.2 -0.2 0.2
H -1.327808 1.056061 -3.966177 -0.1 0.0 -0.3
H -4.156000 0.452363 -4.275745 0.1 -0.2 0.3
H -6.061905 -1.249475 -5.126327 0.2 0.1 0.3
H -5.963404 -3.425610 -3.473096 0.2 0.2 0.1
H -3.965988 -2.946507 -1.706258 0.0 0.2 -0.1
O 0.317029 -1.229177 3.841909 -0.1 0.9 -0.2
N 0.258386 -0.315414 4.876263 -0.3 0.6 -0.2
C -0.938532 -0.083030 5.470389 -0.7 -1.2 0.1
C -1.000610 0.169067 6.824799 0.2 0.8 -0.4
C 0.170141 0.596961 7.443479 0.2 -0.6 0.5
C 1.380176 0.579436 6.753529 -0.3 0.7 0.2
C 1.358454 0.279111 5.409691 1.3 -1.2 -0.5
H -1.828850 -0.075278 4.845988 0.2 -1.1 0.1
H -1.943608 0.040590 7.354431 0.1 0.6 -0.3
H 0.144552 0.964704 8.459099 0.0 -0.4 0.2
H 2.331377 0.762060 7.275303 -0.6 0.5 -0.6
H 2.227504 0.491814 4.773356 -0.4 -1.0 0.2
```
Forces are in eV/Å.

HOMO (spin up / spin down) = -11.605 / -11.605 eV
LUMO level (spin up / spin down) = -0.3168 / -0.3047 Eh
energy relative to the best compared isomer or geometry (same formula, charge and spin) = 4.3724 eV
charge = +2
multiplicity = 2